1.
DFT (wB97M-V/def2-TZVPD) results for a molecular structure, C6H5N3O2 at a distorted geometry.

The multiplicity is 1. The relative energy (zero: lowest compared OMol25 entry of this formula, charge and spin) comes out at 5.012 eV. Its HOMO energy is -9.23 eV. The value obtained for the frontier orbital gap is 9.1446 eV. The total energy is -14862.9693 eV.

Element x y z (Å)
C  -1.38663  1.84012  0.15409
C  0.58756  0.55013  0.38309
C  1.80730  0.09514  0.39505
C  1.89122  -1.30347  0.01810
C  0.99155  -2.07512  -0.72182
C  -0.37010  -0.32740  -0.24986
H  -3.27908  -0.77366  -0.94954
H  0.14457  2.61452  0.99342
H  2.47492  0.72784  1.19612
H  2.87827  -1.73803  0.48252
H  1.19351  -3.09189  -1.30075
N  -1.66757  0.55454  -0.50252
N  -0.06837  1.77920  0.47976
N  -0.18256  -1.43815  -1.00172
O  -2.87248  -0.20246  0.11431
O  -2.14211  2.78869  0.50973

=====

2.
DFT (wB97M-V/def2-TZVPD) results for C6H5N3O3 in the gas phase at a distorted geometry.

The multiplicity is 1. The relative energy (zero: lowest compared OMol25 entry of this formula, charge and spin) comes out at 7.191 eV. Its HOMO energy is -9.81 eV. The value obtained for the frontier orbital gap is 9.3409 eV. The total energy is -16908.6091 eV.

Element x y z (Å)
C  2.42552  0.22491  -0.14431
C  1.76029  -0.47164  -1.11131
C  1.81954  0.66532  1.00871
C  0.33462  -0.64886  -0.92647
C  0.45385  0.35459  1.26470
C  -0.23782  -0.22377  0.24627
N  -2.51584  -1.31384  -0.33500
N  -1.81182  -0.38366  0.25803
N  -2.46039  0.95047  0.26138
O  -1.94080  -2.29260  -0.81093
O  -1.77624  1.90777  0.37552
O  -3.62950  0.91848  0.17565
H  3.46904  0.31228  -0.31746
H  2.15595  -0.94799  -2.06599
H  2.32727  1.21743  1.70177
H  -0.38110  -1.06842  -1.63301
H  0.00744  0.79954  2.05247

=====

3.
DFT (wB97M-V/def2-TZVPD) results for C6H5NO in the gas phase at a distorted geometry.

The multiplicity is 1. The relative energy (zero: lowest compared OMol25 entry of this formula, charge and spin) comes out at 3.509 eV. Its HOMO energy is -8.91 eV. The value obtained for the frontier orbital gap is 8.4084 eV. The total energy is -9835.6989 eV.

Element x y z (Å)
C  0.65563  0.08996  0.19162
C  -0.23858  1.30966  0.09457
C  -1.52937  0.88300  -0.25837
C  -1.54760  -0.62800  -0.53870
C  -0.13608  -1.06861  -0.50090
C  2.22938  0.31039  -0.10445
H  1.18112  -0.98203  1.61839
H  -0.11385  2.33198  0.45778
H  -2.36245  1.47930  -0.39466
H  -2.37817  -1.45167  -0.68485
H  0.47898  -2.09577  -0.62589
N  3.15945  0.18518  -0.84017
O  0.60154  -0.36340  1.58564

=====

4.
DFT (wB97M-V/def2-TZVPD) results for C6H5NO in the gas phase at a distorted geometry.

The multiplicity is 1. The relative energy (zero: lowest compared OMol25 entry of this formula, charge and spin) comes out at 2.613 eV. Its HOMO energy is -9.41 eV. The value obtained for the frontier orbital gap is 9.4011 eV. The total energy is -9836.5950 eV.

Element x y z (Å)
C  1.63499  0.05645  1.54712
C  0.52108  0.26628  0.23717
C  0.59631  -0.76224  -0.60240
C  -1.37145  0.06343  -0.87577
C  -0.75576  0.90236  0.05226
C  -2.50932  -0.04681  -1.72664
H  2.17001  -1.00816  1.56723
H  0.97183  0.25978  2.54505
H  2.43545  0.96965  1.36006
H  1.17163  -1.73313  -0.34619
H  -0.97607  1.99929  0.15445
N  -3.38766  0.00128  -2.50063
O  -0.50104  -0.96818  -1.41171

=====

5.
DFT (wB97M-V/def2-TZVPD) results for C6H5NO in the gas phase at a distorted geometry.

The multiplicity is 1. The relative energy (zero: lowest compared OMol25 entry of this formula, charge and spin) comes out at 1.348 eV. Its HOMO energy is -8.90 eV. The value obtained for the frontier orbital gap is 9.2576 eV. The total energy is -9837.8597 eV.

Element x y z (Å)
C  2.11730  -1.66545  -1.64781
C  1.89218  0.37223  0.32772
C  0.80209  -0.15051  -0.38682
C  2.89915  0.57217  -0.48267
C  0.92173  -1.17007  -1.23891
C  -0.57958  0.25806  0.08805
N  3.00575  -2.23870  -2.08946
O  3.67831  0.69416  -1.32444
H  1.71849  0.79691  1.30405
H  -0.07055  -1.47179  -1.81009
H  -0.56226  0.49214  1.20640
H  -1.24455  -0.49583  0.04050
H  -0.66886  1.25342  -0.41709

=====

6.
DFT (wB97M-V/def2-TZVPD) results for C6H5NO3 in the gas phase at a distorted geometry.

The multiplicity is 1. The relative energy (zero: lowest compared OMol25 entry of this formula, charge and spin) comes out at 3.726 eV. Its HOMO energy is -10.20 eV. The value obtained for the frontier orbital gap is 10.6140 eV. The total energy is -13932.2897 eV.

Element x y z (Å)
O  0.45900  -0.32188  -2.36282
C  -0.14933  -0.80160  -1.44825
C  -0.24937  -0.14389  -0.05215
C  -1.73964  0.15277  0.24625
O  -2.60571  -0.01890  -0.56577
C  0.25993  -1.08492  0.94565
C  0.69102  -1.86127  1.76520
C  0.51131  1.18296  0.00171
N  1.73978  1.37780  0.26006
H  -0.68050  -1.77285  -1.52445
H  -1.94280  0.51303  1.27646
H  1.03945  -2.56920  2.49774
O  -0.13666  2.14592  -0.64014
H  2.15987  0.56028  0.70197
H  0.64364  2.64176  -1.10145

=====

7.
DFT (wB97M-V/def2-TZVPD) results for C6H5NOS in the gas phase at a distorted geometry.

The multiplicity is 1. The relative energy (zero: lowest compared OMol25 entry of this formula, charge and spin) comes out at 0.484 eV. Its HOMO energy is -9.02 eV. The value obtained for the frontier orbital gap is 9.5672 eV. The total energy is -20673.8289 eV.

Element x y z (Å)
C  -0.92766  -2.12526  -0.10562
C  1.48655  1.46614  -0.88994
C  0.46083  0.48697  -1.02123
C  1.69312  1.64834  0.46013
C  0.10869  0.14142  0.25761
C  -0.83909  -0.95036  0.66864
N  -0.87418  -3.18464  -0.54392
O  0.83076  0.82772  1.15465
S  -2.54020  -0.23966  0.66797
H  2.07630  2.01592  -1.69553
H  -0.01223  0.06903  -1.93536
H  2.22656  2.25804  1.11750
H  -0.58246  -1.04744  1.79663
H  -3.10700  -1.36621  0.06847

=====

8.
DFT (wB97M-V/def2-TZVPD) results for 2 unconnected molecules or ions with the total composition C6H5O3S2 at a distorted geometry.

The multiplicity is 1. The relative energy (zero: lowest compared OMol25 entry of this formula, charge and spin) comes out at 7.203 eV. Its HOMO energy is -3.53 eV. The charge is -1. The value obtained for the frontier orbital gap is 6.7206 eV. The total energy is -34109.2012 eV.

Element x y z (Å)
C  2.04039  -1.04517  0.81532
C  0.99847  -0.22659  1.10090
C  1.96638  -1.56991  -0.48921
C  0.06230  -0.17042  0.13293
C  0.39097  2.02765  -1.52485
C  -1.07166  0.70573  0.18489
O  -1.84146  0.77501  1.36965
O  -2.75186  -1.46404  0.68932
O  -3.83408  0.50190  -0.31884
S  0.47600  -1.10334  -1.20230
S  -2.61974  -0.14065  0.14694
H  3.01600  -0.98059  1.45547
H  0.90970  0.33786  2.11197
H  2.59626  -2.35217  -1.05884
H  0.02287  2.99306  -1.12451
H  -0.36054  1.71166  -2.28884

=====

9.
DFT (wB97M-V/def2-TZVPD) results for C6H6 in the gas phase.

The multiplicity is 1. The relative energy (zero: lowest compared OMol25 entry of this formula, charge and spin) comes out at 4.894 eV. Its HOMO energy is -8.78 eV. The value obtained for the frontier orbital gap is 10.1496 eV. The total energy is -6314.3065 eV.

Element x y z (Å)
C  0.85355  0.69375  -0.34963
C  -0.57682  1.02236  -0.01059
C  -0.25966  0.05145  -1.14195
C  -0.28877  -1.11173  -0.12350
C  0.84352  -0.48304  0.65453
C  -0.60322  -0.15208  0.99391
H  1.61004  1.38859  -0.69360
H  -1.02775  2.00701  0.05391
H  -0.38373  0.04449  -2.21917
H  -0.58102  -2.15313  -0.18210
H  1.65874  -0.97997  1.16804
H  -1.24176  -0.32911  1.85264

=====

10.
DFT (wB97M-V/def2-TZVPD) results for 3 unconnected molecules or ions with the total composition C6H6.

The multiplicity is 1. The relative energy (zero: lowest compared OMol25 entry of this formula, charge and spin) comes out at 6.767 eV. Its HOMO energy is -10.70 eV. The value obtained for the frontier orbital gap is 11.8386 eV. The total energy is -6312.4328 eV.

Element x y z (Å)
C  -1.05563  1.68874  -0.51728
C  -1.30702  2.34258  0.46088
C  0.44984  -0.36817  1.98052
C  1.05705  -1.40243  2.07731
C  0.61472  -1.31723  -1.45997
C  0.24166  -0.94399  -2.54121
H  -0.81163  1.07853  -1.36246
H  -1.52936  2.92243  1.32948
H  -0.09119  0.54675  1.85269
H  1.59399  -2.32163  2.16027
H  0.92839  -1.61402  -0.48031
H  -0.09082  -0.61156  -3.49992

=====

11.
DFT (wB97M-V/def2-TZVPD) results for C6H6 in the gas phase.

The multiplicity is 1. The relative energy (zero: lowest compared OMol25 entry of this formula, charge and spin) comes out at 3.517 eV. Its HOMO energy is -9.27 eV. The value obtained for the frontier orbital gap is 10.2588 eV. The total energy is -6315.6830 eV.

Element x y z (Å)
C  -1.87314  0.74177  -0.53230
C  -1.37812  -0.50607  0.21953
C  0.07947  -0.62042  0.13030
C  1.28506  -0.52907  0.13776
C  2.65349  -0.34543  0.23014
C  3.83420  -0.13384  0.36034
H  -2.86730  1.03573  -0.18514
H  -1.19193  1.58068  -0.36468
H  -1.92361  0.56212  -1.60999
H  -1.86454  -1.41324  -0.15605
H  -1.62979  -0.43455  1.28583
H  4.87622  0.06233  0.48427

=====

12.
DFT (wB97M-V/def2-TZVPD) results for C6H6 in the gas phase.

The multiplicity is 1. The relative energy (zero: lowest compared OMol25 entry of this formula, charge and spin) comes out at 3.818 eV. Its HOMO energy is -9.43 eV. The value obtained for the frontier orbital gap is 10.4319 eV. The total energy is -6315.3825 eV.

Element x y z (Å)
C  -2.26709  0.75161  0.30789
C  -1.17486  -0.17032  0.00362
C  -0.21184  -0.85625  -0.22407
C  1.16104  -1.35669  -0.41220
C  2.01986  -0.18815  -0.15191
C  2.51554  0.87790  0.10437
H  -2.32966  0.92366  1.38729
H  -2.08081  1.71846  -0.17309
H  -3.23262  0.37653  -0.04056
H  1.31598  -1.74799  -1.42494
H  1.38888  -2.17502  0.28157
H  2.89557  1.84627  0.34205

=====

13.
DFT (wB97M-V/def2-TZVPD) results for C6H6 in the gas phase at a distorted geometry.

The multiplicity is 1. The relative energy (zero: lowest compared OMol25 entry of this formula, charge and spin) comes out at 8.301 eV. Its HOMO energy is -8.23 eV. The value obtained for the frontier orbital gap is 7.4051 eV. The total energy is -6310.8995 eV.

Element x y z (Å)
C  1.70683  -1.14915  0.07137
C  1.29484  0.15260  -0.35228
C  -0.09512  0.42869  -0.29170
C  -0.51896  1.77144  0.17071
C  -1.01603  -0.59999  -0.41265
C  -2.30854  -1.06250  0.12583
H  2.74865  -1.50102  0.30694
H  1.05334  -2.06698  0.47986
H  1.87947  0.99262  -0.15677
H  -1.50471  1.80624  -0.28744
H  0.20382  2.63447  0.46265
H  -3.44361  -1.40642  -0.11651

=====

14.
DFT (wB97M-V/def2-TZVPD) results for a molecular structure, C6H6 at a distorted geometry.

The multiplicity is 1. The relative energy (zero: lowest compared OMol25 entry of this formula, charge and spin) comes out at 6.633 eV. Its HOMO energy is -8.16 eV. The value obtained for the frontier orbital gap is 9.0708 eV. The total energy is -6312.5676 eV.

Element x y z (Å)
C  1.38002  -0.51123  0.86233
C  1.97402  0.81266  0.67672
C  1.21090  -0.84499  -0.63596
C  1.68075  0.55426  -0.78502
C  0.34576  0.19395  -0.05600
C  -1.11632  0.47853  0.00445
H  1.03998  -0.92319  1.81192
H  1.02216  -1.63090  -1.33876
H  1.57531  1.42233  -1.51101
H  -1.44264  0.52179  -1.01754
H  -1.18876  1.44774  0.60712
H  -1.63997  -0.25370  0.71944

=====

15.
DFT (wB97M-V/def2-TZVPD) results for a molecular structure, C6H6 at a distorted geometry.

The multiplicity is 1. The relative energy (zero: lowest compared OMol25 entry of this formula, charge and spin) comes out at 6.790 eV. Its HOMO energy is -8.83 eV. The value obtained for the frontier orbital gap is 8.7025 eV. The total energy is -6312.4099 eV.

Element x y z (Å)
C  -0.95161  -0.29477  0.83163
C  -1.96631  0.64915  -1.48273
C  -0.85563  0.90162  -2.08370
C  -0.00892  0.48664  -1.16120
C  0.37976  -0.00696  -0.01937
C  1.74389  -0.27884  0.59905
H  -1.33231  0.61579  1.32486
H  -0.57214  -1.00292  1.55171
H  -1.88374  -0.75128  0.42635
H  1.95724  -1.35508  0.63814
H  1.73582  0.08541  1.63112
H  2.61921  0.18478  0.11996

=====

16.
DFT (wB97M-V/def2-TZVPD) results for C6H6 in the gas phase.

The multiplicity is 1. The relative energy (zero: lowest compared OMol25 entry of this formula, charge and spin) comes out at 3.603 eV. Its HOMO energy is -9.25 eV. The value obtained for the frontier orbital gap is 10.2285 eV. The total energy is -6315.5967 eV.

Element x y z (Å)
C  -1.92904  0.69296  0.21619
C  -1.29044  -0.65222  -0.14648
C  0.11460  -0.46858  -0.50478
C  1.30279  -0.25304  -0.55468
C  2.64971  -0.07595  -0.30967
C  3.78686  0.03679  0.07687
H  -2.94874  0.55295  0.58582
H  -1.34065  1.18681  0.99562
H  -1.95681  1.35410  -0.65452
H  -1.85210  -1.16403  -0.93499
H  -1.29768  -1.31515  0.72841
H  4.76150  0.10535  0.50222

=====

17.
DFT (wB97M-V/def2-TZVPD) results for C6H6 in the gas phase.

The multiplicity is 1. The relative energy (zero: lowest compared OMol25 entry of this formula, charge and spin) comes out at 5.698 eV. Its HOMO energy is -9.55 eV. The value obtained for the frontier orbital gap is 9.2051 eV. The total energy is -6313.5019 eV.

Element x y z (Å)
C  -1.33056  0.84933  -0.38422
C  -0.85218  -0.41406  0.32563
C  0.21215  -1.95981  -1.02813
C  0.47865  -0.93553  -0.25258
C  1.72181  -0.33956  0.10740
C  2.75694  0.16238  0.47539
H  -2.18560  1.28645  0.14359
H  -0.53780  1.60297  -0.44084
H  -1.64281  0.60508  -1.40535
H  -1.61852  -1.19567  0.24697
H  -0.67464  -0.25410  1.39529
H  3.67256  0.59251  0.81686

=====

18.
DFT (wB97M-V/def2-TZVPD) results for a molecular structure, C6H6.

The multiplicity is 1. The relative energy (zero: lowest compared OMol25 entry of this formula, charge and spin) comes out at 6.542 eV. Its HOMO energy is -8.76 eV. The value obtained for the frontier orbital gap is 8.9736 eV. The total energy is -6312.6584 eV.

Element x y z (Å)
C  0.91350  -0.38755  -1.26584
C  0.91542  0.32404  0.09858
C  -0.48761  0.41470  0.65928
C  -1.59792  1.20985  0.38051
C  -2.44825  -0.01461  0.39118
C  -1.50335  -0.23792  1.43086
H  1.92498  -0.42008  -1.68556
H  0.54952  -1.41445  -1.17496
H  0.27159  0.14367  -1.97496
H  1.29959  1.34418  -0.05180
H  1.61401  -0.17135  0.78338
H  -1.68548  -0.38321  2.49188